Below is 9 unconnected molecules or ions with the total composition C66H141N5O10P3, with properties calculated with ωB97M-V with the def2-TZVPD basis set.

Computed properties:
LUMO	-4.5660	eV

The geometry in ORCA input format:
```
! RIJCOSX wB97M-V def2-TZVPD def2/J DEFGRID3
* xyz 3 1
C -41.827 -11.701 5.456
C -41.604 -10.158 5.455
C -40.952 -9.639 4.198
C -39.476 -9.953 4.310
P -38.592 -9.999 2.748
C -38.950 -8.486 1.853
C -38.420 -7.139 2.455
C -38.820 -5.943 1.575
C -40.300 -5.626 1.475
C -36.834 -10.129 3.083
C -35.894 -10.377 1.885
C -34.424 -10.462 2.194
C -34.106 -11.608 3.147
C -39.183 -11.479 1.924
C -38.539 -12.770 2.475
C -39.020 -14.037 1.667
C -40.500 -14.391 1.921
H -41.787 -12.183 6.410
H -40.988 -12.219 4.875
H -42.739 -11.942 4.936
H -41.078 -9.713 6.316
H -42.589 -9.626 5.518
H -41.026 -8.525 4.159
H -41.547 -9.997 3.318
H -39.219 -10.840 4.912
H -39.032 -9.134 4.942
H -40.066 -8.514 1.867
H -38.553 -8.547 0.882
H -37.351 -7.261 2.618
H -38.794 -6.965 3.501
H -38.490 -6.246 0.539
H -38.293 -4.984 1.891
H -40.665 -5.387 2.500
H -40.874 -6.512 1.113
H -40.406 -4.745 0.836
H -36.629 -10.776 3.952
H -36.611 -9.115 3.486
H -36.004 -9.552 1.216
H -36.221 -11.287 1.329
H -34.043 -9.533 2.713
H -33.814 -10.542 1.301
H -34.391 -12.592 2.786
H -34.571 -11.468 4.153
H -32.994 -11.684 3.327
H -38.996 -11.396 0.840
H -40.248 -11.435 2.123
H -38.825 -13.006 3.503
H -37.395 -12.662 2.350
H -38.341 -14.858 1.922
H -38.843 -13.880 0.552
H -40.653 -14.699 3.000
H -40.788 -15.193 1.216
H -41.135 -13.482 1.825
C -23.350 -8.109 -0.756
C -24.428 -7.873 0.346
C -25.655 -6.997 -0.009
C -26.640 -7.744 -0.964
P -28.146 -8.459 -0.218
C -28.794 -9.772 -1.235
C -27.607 -10.568 -1.874
C -28.212 -11.823 -2.526
C -27.157 -12.547 -3.244
C -28.027 -9.110 1.447
C -27.422 -8.262 2.649
C -27.415 -9.150 3.939
C -28.670 -9.957 4.221
C -29.375 -7.151 -0.087
C -29.147 -6.051 0.976
C -29.815 -4.705 0.626
C -29.141 -3.629 1.412
H -22.995 -7.169 -1.155
H -23.760 -8.680 -1.548
H -22.544 -8.719 -0.393
H -23.873 -7.632 1.261
H -24.913 -8.841 0.644
H -25.299 -6.100 -0.470
H -26.152 -6.752 0.913
H -26.195 -8.592 -1.498
H -26.990 -7.111 -1.764
H -29.476 -9.286 -2.019
H -29.416 -10.454 -0.609
H -27.032 -10.941 -1.023
H -27.030 -10.093 -2.633
H -28.970 -11.456 -3.286
H -28.695 -12.594 -1.862
H -26.773 -11.882 -3.974
H -27.675 -13.422 -3.630
H -26.320 -12.858 -2.552
H -27.419 -10.062 1.316
H -28.996 -9.502 1.747
H -28.066 -7.389 2.906
H -26.414 -7.927 2.375
H -27.225 -8.372 4.752
H -26.534 -9.806 3.843
H -29.546 -9.280 4.206
H -28.607 -10.287 5.297
H -28.880 -10.802 3.573
H -30.348 -7.584 -0.025
H -29.229 -6.603 -1.080
H -28.102 -5.900 0.967
H -29.430 -6.418 1.962
H -30.919 -4.747 0.802
H -29.580 -4.608 -0.466
H -28.047 -3.557 1.298
H -29.310 -3.862 2.496
H -29.547 -2.659 1.156
C -20.225 -10.900 5.372
C -21.461 -10.832 4.509
C -21.564 -12.089 3.631
C -20.289 -12.384 2.734
P -20.454 -13.916 1.753
C -18.724 -14.126 1.197
C -17.640 -14.735 2.141
C -16.209 -14.330 1.767
C -15.822 -15.111 0.583
C -21.257 -15.207 2.748
C -20.456 -15.529 3.973
C -21.285 -16.413 4.884
C -22.483 -15.744 5.497
C -21.406 -13.686 0.278
C -21.819 -14.963 -0.422
C -22.565 -14.638 -1.744
C -21.931 -13.565 -2.637
H -20.198 -11.777 6.014
H -20.096 -9.982 5.985
H -19.295 -11.039 4.768
H -21.321 -9.951 3.849
H -22.398 -10.687 5.053
H -22.501 -11.997 3.058
H -21.740 -12.995 4.234
H -19.319 -12.344 3.244
H -20.319 -11.633 1.892
H -18.564 -13.081 0.911
H -18.738 -14.695 0.264
H -17.822 -15.788 2.155
H -17.815 -14.472 3.155
H -15.673 -14.517 2.755
H -16.221 -13.236 1.693
H -15.690 -16.154 0.808
H -14.869 -14.694 0.157
H -16.561 -15.059 -0.157
H -21.447 -16.027 2.054
H -22.257 -14.758 2.943
H -20.213 -14.644 4.579
H -19.525 -16.039 3.601
H -20.661 -16.832 5.677
H -21.701 -17.238 4.295
H -23.064 -16.530 5.971
H -23.091 -15.194 4.783
H -22.143 -15.007 6.179
H -20.709 -13.177 -0.347
H -22.181 -13.030 0.585
H -22.478 -15.565 0.200
H -20.986 -15.601 -0.584
H -23.608 -14.267 -1.604
H -22.642 -15.481 -2.360
H -22.089 -12.518 -2.315
H -22.342 -13.657 -3.597
H -20.842 -13.762 -2.657
C -24.517 -12.990 5.221
C -25.401 -14.078 5.858
N -26.681 -14.402 5.141
C -27.740 -13.607 5.136
C -28.497 -14.009 4.056
N -27.854 -15.086 3.484
C -26.694 -15.281 4.157
C -28.383 -15.812 2.360
H -24.381 -13.353 4.200
H -23.586 -12.992 5.776
H -24.994 -11.942 5.156
H -25.763 -13.764 6.834
H -24.863 -14.990 5.937
H -27.952 -12.756 5.813
H -29.483 -13.667 3.750
H -25.879 -15.972 3.843
H -27.525 -16.231 1.846
H -28.844 -15.100 1.671
H -29.077 -16.612 2.654
C -34.601 -17.473 -1.376
C -33.122 -17.234 -1.258
N -32.863 -15.945 -0.789
C -32.926 -15.336 0.470
C -32.591 -14.037 0.325
N -32.281 -13.848 -1.001
C -32.471 -15.019 -1.669
C -32.010 -12.620 -1.622
H -34.823 -18.466 -1.759
H -35.074 -16.659 -1.948
H -35.107 -17.381 -0.400
H -32.641 -17.258 -2.238
H -32.630 -18.001 -0.640
H -33.216 -15.921 1.312
H -32.262 -13.262 1.066
H -32.657 -15.099 -2.730
H -32.306 -12.629 -2.674
H -30.898 -12.464 -1.543
H -32.363 -11.775 -1.000
C -26.039 -22.524 -1.992
C -26.964 -21.480 -2.513
O -26.831 -20.289 -2.378
N -28.081 -22.077 -2.932
H -28.913 -18.257 -1.596
H -28.143 -23.112 -3.034
C -29.210 -21.265 -3.193
H -25.138 -22.239 -1.403
H -25.524 -23.057 -2.877
H -26.479 -23.340 -1.414
H -30.077 -21.849 -2.922
H -29.293 -20.959 -4.268
H -29.002 -20.439 -2.479
O -28.646 -16.474 -3.079
C -29.085 -16.321 -1.784
O -29.428 -15.305 -1.326
O -29.404 -17.518 -1.148
H -28.316 -15.705 -3.536
O -25.433 -12.016 0.890
C -25.191 -13.290 1.521
O -23.997 -13.387 1.915
O -26.173 -13.999 1.671
H -24.632 -11.592 1.117
O -29.092 -11.871 1.456
C -30.519 -11.878 1.569
O -31.068 -11.108 0.804
O -30.989 -12.785 2.316
H -28.758 -12.586 1.971
*
```

Atomic partial charges in e from the Mulliken method, atoms 1 to 99:
1 C -0.813
2 C -0.863
3 C -0.497
4 C -1.375
5 P 0.645
6 C -1.076
7 C -0.474
8 C -0.565
9 C -1.058
10 C -1.316
11 C -0.490
12 C -0.199
13 C -0.871
14 C -0.983
15 C 0.117
16 C -0.698
17 C -1.022
18 H 0.346
19 H 0.002
20 H 0.337
21 H 0.356
22 H 0.441
23 H 0.285
24 H 0.407
25 H 0.770
26 H 0.734
27 H 0.405
28 H 0.800
29 H 0.368
30 H 0.278
31 H 0.296
32 H 0.336
33 H 0.266
34 H 0.267
35 H 0.377
36 H 0.508
37 H 0.606
38 H 0.406
39 H 0.256
40 H 0.293
41 H -0.002
42 H 0.142
43 H 0.455
44 H 0.050
45 H 0.645
46 H 0.461
47 H 0.261
48 H -0.234
49 H 0.397
50 H 0.334
51 H 0.272
52 H 0.359
53 H 0.257
54 C -1.508
55 C -0.296
56 C -0.726
57 C -0.581
58 P 0.608
59 C 0.331
60 C -1.030
61 C 0.419
62 C -1.551
63 C 0.049
64 C -0.338
65 C -0.473
66 C -0.769
67 C -1.072
68 C -0.603
69 C -0.242
70 C -1.290
71 H 0.378
72 H 0.350
73 H 0.392
74 H 0.603
75 H -0.230
76 H 0.662
77 H 0.143
78 H 0.229
79 H 0.548
80 H 0.719
81 H -0.750
82 H 0.346
83 H 0.780
84 H 0.407
85 H -0.448
86 H 0.547
87 H 0.290
88 H 0.176
89 H -0.097
90 H 0.387
91 H 0.072
92 H -0.013
93 H 0.458
94 H 0.066
95 H 0.324
96 H 0.349
97 H 0.039
98 H 0.554
99 H 0.517

Below is 12 unconnected molecules or ions with the total composition C66H150N6O24S6, with properties calculated with ωB97M-V with the def2-TZVPD basis set.

Computed properties:
LUMO	0.2096	eV
SMILES	CC1(C)CCCC(C)(C)N1O.CC1(C)CCCC(C)(C)N1O.CC1(C)CCCC(C)(C)N1O.CC1(C)CCCC(C)(C)N1O.CC1(C)CCCC(C)(C)N1O.CCOS(C)(=O)=O.CCOS(C)(=O)=O.CCOS(C)(=O)=O.CCOS(C)(=O)=O.CCOS(C)(=O)=O.CCOS(C)(=O)=O.CN(C)C=O

The geometry in ORCA input format:
```
! RIJCOSX wB97M-V def2-TZVPD def2/J DEFGRID3
* xyz 0 1
C 20.785 22.149 13.120
C 20.877 21.544 14.546
C 20.505 22.656 15.620
C 18.982 23.061 15.674
C 18.180 21.762 15.922
C 18.488 20.649 14.883
N 19.935 20.415 14.750
O 20.145 19.439 13.715
C 17.931 19.354 15.371
C 17.699 21.001 13.593
C 22.249 21.061 14.769
H 19.848 22.715 12.936
H 20.935 21.402 12.332
H 21.563 22.885 12.967
H 20.884 22.361 16.621
H 21.166 23.510 15.366
H 18.783 23.782 14.869
H 18.953 23.609 16.575
H 17.104 21.884 15.899
H 18.436 21.293 16.857
H 18.143 18.586 14.671
H 18.474 19.131 16.313
H 16.810 19.272 15.514
H 16.609 21.063 13.858
H 18.012 21.999 13.192
H 17.885 20.308 12.757
H 22.911 21.941 14.797
H 22.666 20.354 14.013
H 22.388 20.543 15.706
H 19.654 19.673 12.952
C 26.668 18.019 18.027
C 26.385 16.527 17.668
C 27.589 15.814 18.358
C 27.461 14.256 18.236
C 26.170 13.961 19.000
C 24.850 14.591 18.513
N 25.172 16.130 18.401
O 24.024 16.782 17.825
C 24.280 14.062 17.204
C 23.815 14.355 19.612
C 26.347 16.387 16.157
H 26.523 18.183 19.047
H 26.071 18.706 17.444
H 27.645 18.303 17.666
H 28.515 16.120 17.899
H 27.671 16.028 19.443
H 28.222 13.750 18.815
H 27.421 13.833 17.228
H 26.383 14.170 20.056
H 25.920 12.879 19.028
H 23.953 13.039 17.261
H 23.387 14.620 16.912
H 24.990 14.066 16.349
H 23.681 13.269 19.853
H 24.066 14.883 20.497
H 22.868 14.695 19.179
H 27.238 16.887 15.774
H 25.496 17.023 15.911
H 26.194 15.374 15.798
H 23.944 17.614 18.374
C 12.497 20.411 21.048
C 12.573 19.436 22.274
C 11.689 20.041 23.330
C 10.222 19.805 23.159
C 10.029 18.294 23.164
C 10.725 17.705 21.929
N 12.153 18.038 21.987
O 12.836 17.589 20.816
C 10.703 16.165 22.059
C 10.072 18.179 20.615
C 14.029 19.318 22.803
H 12.867 19.916 20.166
H 13.081 21.253 21.261
H 11.475 20.754 20.890
H 11.923 19.672 24.312
H 11.932 21.129 23.419
H 9.819 20.226 22.259
H 9.745 20.316 24.043
H 9.035 17.857 23.195
H 10.456 18.009 24.063
H 9.708 15.787 22.149
H 11.230 15.580 21.336
H 11.177 15.952 23.039
H 9.198 17.587 20.448
H 9.758 19.205 20.570
H 10.809 18.091 19.809
H 14.563 18.505 22.260
H 14.160 19.086 23.880
H 14.645 20.234 22.710
H 13.370 16.904 21.239
C 20.308 12.191 18.068
C 20.453 11.230 16.898
C 20.256 9.799 17.316
C 18.872 9.463 17.688
C 17.877 9.869 16.578
C 18.074 11.348 16.028
N 19.565 11.467 15.808
O 19.797 12.752 15.180
C 17.368 11.421 14.629
C 17.389 12.378 16.853
C 21.843 11.349 16.311
H 21.128 12.121 18.789
H 19.444 11.886 18.645
H 20.248 13.261 17.873
H 20.464 9.103 16.493
H 20.876 9.497 18.190
H 18.621 9.926 18.632
H 18.783 8.364 17.893
H 16.844 9.877 16.894
H 18.018 9.192 15.725
H 16.401 10.929 14.749
H 17.363 12.471 14.390
H 17.952 10.974 13.855
H 17.634 12.292 17.901
H 17.567 13.414 16.541
H 16.350 12.246 16.722
H 22.533 11.129 17.125
H 22.021 12.357 15.987
H 21.994 10.641 15.464
H 20.486 12.560 14.526
C 22.842 18.792 11.642
C 22.966 17.280 11.225
C 24.411 16.886 11.314
C 24.953 16.630 12.708
C 24.093 15.673 13.399
C 22.645 16.070 13.408
N 22.238 16.329 12.007
O 20.830 16.545 11.920
C 21.847 14.792 13.830
C 22.386 17.126 14.506
C 22.518 17.223 9.795
H 22.032 18.886 12.371
H 22.686 19.483 10.803
H 23.744 19.084 12.237
H 24.749 15.996 10.749
H 25.004 17.701 10.919
H 25.045 17.614 13.194
H 25.978 16.264 12.575
H 24.376 15.393 14.443
H 24.101 14.748 12.830
H 22.216 14.546 14.799
H 20.788 14.943 13.921
H 21.911 14.036 13.066
H 22.789 16.726 15.447
H 22.984 18.029 14.264
H 21.389 17.467 14.695
H 22.688 16.224 9.355
H 23.180 17.965 9.317
H 21.572 17.580 9.597
H 20.751 17.485 11.820
O 24.229 18.614 19.780
S 23.243 18.941 20.769
O 23.577 19.480 22.061
O 22.062 19.955 20.265
C 21.858 20.001 18.850
C 20.329 20.092 18.583
C 22.327 17.483 21.073
H 22.333 19.092 18.349
H 22.343 20.855 18.351
H 19.769 19.253 18.886
H 20.050 20.146 17.530
H 20.017 20.975 19.089
H 23.063 16.838 21.590
H 21.886 17.016 20.203
H 21.502 17.669 21.813
O 14.415 10.622 22.431
S 15.420 10.988 21.459
O 15.729 10.002 20.461
O 14.885 12.368 20.912
C 15.716 13.225 20.084
C 14.800 13.716 19.031
C 16.978 11.341 22.443
H 16.540 12.689 19.579
H 16.051 13.996 20.777
H 14.479 12.855 18.457
H 15.383 14.358 18.432
H 13.906 14.186 19.466
H 16.907 12.192 23.173
H 17.756 11.593 21.671
H 17.216 10.395 22.978
O 16.844 18.892 10.162
S 17.950 18.114 10.677
O 19.156 18.658 11.297
O 17.373 17.181 11.789
C 18.009 16.518 12.873
C 18.073 15.018 12.709
C 18.507 17.017 9.502
H 17.331 16.743 13.659
H 18.981 16.986 13.097
H 17.192 14.549 12.266
H 18.151 14.583 13.715
H 18.912 14.722 12.084
H 17.668 16.409 9.102
H 19.264 16.405 10.056
H 18.909 17.627 8.693
O 14.363 15.251 22.117
S 14.447 14.542 23.330
O 15.617 13.822 23.722
O 14.124 15.688 24.372
C 14.830 15.767 25.618
C 16.172 16.310 25.398
C 13.101 13.474 23.521
H 14.852 14.812 26.165
H 14.205 16.423 26.252
H 16.733 16.139 26.312
H 16.200 17.374 25.167
H 16.639 15.829 24.506
H 12.149 13.924 23.236
H 13.183 13.052 24.503
H 13.313 12.634 22.801
O 20.219 16.493 18.899
S 19.013 15.979 18.300
O 18.367 14.775 18.818
O 18.041 17.202 18.473
C 16.540 17.109 18.353
C 15.870 17.203 19.717
C 19.113 15.767 16.573
H 16.330 16.131 17.873
H 16.191 17.876 17.643
H 15.435 18.170 19.952
H 16.675 17.068 20.477
H 15.105 16.403 19.834
H 19.236 14.671 16.434
H 19.928 16.369 16.213
H 18.240 16.073 16.087
O 22.148 13.774 22.202
S 20.743 13.378 22.211
O 20.218 12.333 21.340
O 20.495 12.820 23.697
C 21.273 13.449 24.691
C 20.642 13.196 26.078
C 19.899 14.834 21.941
H 21.443 14.501 24.512
H 22.254 12.954 24.510
H 20.503 12.165 26.297
H 19.693 13.695 26.208
H 21.369 13.586 26.789
H 18.810 14.666 22.022
H 20.145 15.121 20.919
H 20.170 15.627 22.631
C 15.355 15.158 15.341
O 16.402 15.787 15.347
N 14.132 15.735 15.521
C 12.979 14.863 15.578
C 14.068 17.185 15.767
H 15.301 14.028 15.301
H 12.257 15.099 14.773
H 12.523 14.869 16.574
H 13.367 13.887 15.458
H 14.104 17.364 16.861
H 14.920 17.734 15.379
H 13.070 17.522 15.415
*
```

Atomic partial charges in e from the Mulliken method, atoms 1 to 99:
1 C -1.552
2 C 2.083
3 C -0.996
4 C -1.038
5 C -1.230
6 C 1.632
7 N 0.143
8 O 1.275
9 C -0.590
10 C -1.523
11 C -1.645
12 H 0.359
13 H -0.049
14 H 0.515
15 H 0.150
16 H 0.446
17 H 0.325
18 H 0.570
19 H 0.539
20 H 0.400
21 H -0.972
22 H -0.309
23 H 0.436
24 H 0.444
25 H 0.361
26 H 0.023
27 H 0.576
28 H -0.204
29 H 0.054
30 H -0.175
31 C -2.490
32 C 1.889
33 C -1.511
34 C -0.575
35 C -1.552
36 C 2.430
37 N -0.214
38 O 1.196
39 C -1.537
40 C -1.773
41 C -1.549
42 H 0.639
43 H 0.312
44 H 0.547
45 H 0.484
46 H 0.361
47 H 0.439
48 H 0.319
49 H 0.366
50 H 0.395
51 H 0.390
52 H -0.162
53 H 0.310
54 H 0.390
55 H 0.570
56 H -0.436
57 H 0.510
58 H 0.107
59 H 0.319
60 H -0.276
61 C -1.916
62 C 1.902
63 C -1.462
64 C -0.690
65 C -1.295
66 C 1.537
67 N 0.290
68 O 0.208
69 C -1.702
70 C -1.767
71 C -1.403
72 H 0.237
73 H 0.632
74 H 0.374
75 H 0.386
76 H 0.347
77 H 0.335
78 H 0.371
79 H 0.544
80 H 0.335
81 H 0.512
82 H 0.348
83 H 0.106
84 H 0.533
85 H 0.336
86 H 0.210
87 H -0.012
88 H 0.312
89 H 0.370
90 H -0.054
91 C -0.804
92 C 2.224
93 C -1.251
94 C -0.249
95 C -1.477
96 C 1.888
97 N -0.164
98 O 0.216
99 C -1.867

Highest occupied orbital energy, respectively: -13.7, -7.9 eV.
Strongest force on any atom, respectively: 0.080, 0.065 Eh/bohr.
HOMO-LUMO gap, respectively: 0.3349, 0.2978 hartree.